No. 1
Density functional theory data (the ωB97M-V functional and the def2-TZVPD basis) for a gas-phase ion, CH8N5S (charge +1) in a non-equilibrium geometry.

multiplicity: 3
HOMO-LUMO gap (alpha / beta): 6.21 / 5.35 eV
E: -714.37880 hartree
expectation value of S²: 2.008
energy above the lowest of the compared OMol25 structures with the same formula, charge and spin: 0.0323 eV
net charge: +1

Cartesian coordinates (Å):
1 C 1.651438 -0.394245 0.203624
2 N 2.374000 -1.468253 -0.095299
3 N -1.707215 0.206319 0.881764
4 N -0.550320 1.343905 -0.919318
5 N 0.334731 -0.478067 0.142446
6 N -0.529770 0.622629 0.275842
7 S 2.595577 1.022217 0.584546
8 H 3.381574 -1.436034 -0.043682
9 H 1.939707 -2.335299 -0.374045
10 H -1.982795 0.858658 1.604593
11 H -2.480591 0.026702 0.245214
12 H -1.240742 1.026451 -1.599650
13 H -0.667135 2.333980 -0.735024
14 H -0.096936 -1.390326 -0.016076
15 H 1.724926 1.889070 1.141243

Atomic forces in eV per Å
4.4 3.8 1.1
0.8 -2.6 -0.8
0.0 -0.1 0.0
0.1 0.6 0.3
-6.4 0.2 -0.1
0.6 -1.8 -1.3
0.1 0.6 -0.2
-0.2 -0.1 -0.1
0.3 0.0 0.0
0.1 -0.1 0.3
0.2 0.3 -0.2
0.2 -0.4 0.1
0.0 -0.1 0.1
-0.3 0.3 0.6
-0.1 -0.6 0.1

natural (NBO) atomic charge list, values in e, 8 entries: atom 1 (C): -0.029, atom 2 (N): -0.706, atom 3 (N): -0.629, atom 4 (N): -0.626, atom 5 (N): -0.195, atom 6 (N): 0.140, atom 7 (S): 0.080, atom 8 (H): 0.433

***

No. 2
Density functional theory data (the ωB97M-V functional and the def2-TZVPD basis) for 2 unconnected molecules or ions with the total composition C8H11NO in a non-equilibrium geometry.

HOMO-LUMO gap: 9.88 eV
E: -441.35743 hartree
energy above the lowest of the compared OMol25 structures with the same formula, charge and spin: 2.4530 eV

Cartesian coordinates (Å):
1 C -1.719979 -1.459386 0.739336
2 C -0.328324 -1.428591 1.381053
3 C 1.455974 0.232017 -2.016310
4 C 2.347927 0.682241 -1.156786
5 C 2.077513 1.139524 0.119001
6 C 0.710138 1.257699 0.493717
7 C -0.248139 0.745375 -0.443003
8 C 0.101051 0.459620 -1.790115
9 H -3.533405 -0.392378 0.771036
10 H -2.425922 0.342480 1.721523
11 H -0.136419 -2.323177 1.943589
12 H -0.163802 -0.531333 2.038695
13 H 0.430694 -1.307617 0.527665
14 H 1.615153 0.014477 -3.128734
15 H 3.269986 0.666561 -1.564377
16 H 2.781644 1.791188 0.692550
17 H 0.587990 1.596848 1.446259
18 H -1.323689 0.710881 -0.254027
19 H -0.867208 0.529021 -2.501867
20 N -2.476743 -0.335987 0.944070
21 O -2.154439 -2.389463 0.036726

Atomic forces in eV per Å
-0.6 -1.7 -0.4
0.7 1.2 -1.1
-4.2 0.0 -5.4
0.9 0.0 2.4
-1.6 2.3 0.4
1.6 -2.6 -4.1
0.1 2.1 -0.6
-2.7 0.1 1.8
2.3 -0.6 -0.3
1.1 -1.0 -0.6
0.0 -0.5 0.1
-0.4 -1.0 -0.6
-1.1 -0.6 1.4
0.8 0.1 1.8
3.5 0.1 -0.6
-0.2 -1.3 -0.5
-1.3 0.9 2.4
0.9 0.7 0.1
2.9 -0.9 1.2
-4.1 0.9 1.1
1.1 1.8 1.4

natural (NBO) atomic charge list, values in e, 8 entries: atom 1 (C): 0.679, atom 2 (C): -0.717, atom 3 (C): -0.223, atom 4 (C): -0.232, atom 5 (C): -0.219, atom 6 (C): -0.217, atom 7 (C): -0.253, atom 8 (C): -0.191

***

No. 3
Density functional theory data (the ωB97M-V functional and the def2-TZVPD basis) for 2 unconnected molecules or ions with the total composition C7H16BN2O3S in a non-equilibrium geometry.

HOMO-LUMO gap: 8.55 eV
E: -1034.32435 hartree
energy above the lowest of the compared OMol25 structures with the same formula, charge and spin: 2.0516 eV
net charge: +1

Cartesian coordinates (Å):
1 B -1.672562 2.471538 -0.277779
2 C 0.287889 0.254487 -0.969203
3 C 1.635435 1.062622 0.987342
4 C 1.188699 1.308512 2.457437
5 C -0.383018 2.051764 0.414220
6 C 0.296899 -3.329592 0.235017
7 C 0.063692 -1.819341 0.290220
8 C 0.671625 -1.260225 -0.999786
9 N 0.475565 0.952923 0.142000
10 N 0.017051 -1.777232 -2.207895
11 O -0.551989 0.499985 -1.852992
12 O -2.079676 3.705489 -0.102037
13 O -2.571034 1.428132 -0.499856
14 S -0.536667 1.875243 2.275104
15 H 2.288419 1.828823 0.439447
16 H 2.245525 0.181277 1.018791
17 H 1.148361 0.365405 3.057282
18 H 1.638923 2.072745 3.015559
19 H 0.390796 3.633495 0.225146
20 H 0.213823 -3.822775 1.227729
21 H 1.255430 -3.542224 -0.032494
22 H -0.387499 -3.941175 -0.375620
23 H -0.951677 -1.309805 0.101629
24 H 0.382855 -1.384670 1.172886
25 H 1.793898 -1.364342 -0.965721
26 H -0.532494 -0.827631 -2.445185
27 H -0.626409 -2.563691 -1.964227
28 H 0.645573 -2.160421 -2.987558
29 H -2.881045 3.833059 -0.600237
30 H -3.466387 1.577623 -0.779217

Atomic forces in eV per Å
-2.2 -3.0 0.9
-1.2 -2.0 -0.9
2.2 0.4 0.0
-1.7 -1.1 -1.0
3.1 3.4 2.1
-3.4 -0.6 2.2
-2.3 -0.5 -3.5
3.4 1.6 1.7
-0.6 1.2 -1.0
0.3 -1.6 -1.0
0.6 1.1 0.2
0.1 2.1 -0.7
1.0 -0.1 -0.3
-0.7 0.4 -1.2
-0.8 -0.5 1.6
0.1 -0.8 -0.4
0.3 0.7 -0.6
1.4 0.9 0.3
-1.2 -3.7 0.2
-0.2 0.6 -0.4
2.8 -0.4 -1.1
0.1 0.5 -0.1
0.3 -1.9 1.1
1.2 0.9 1.5
-1.1 -0.3 -0.6
0.2 -0.3 -0.3
0.5 0.9 -0.2
-1.0 1.1 1.5
-0.8 0.6 0.1
-0.5 0.4 -0.1

natural (NBO) atomic charge list, values in e, 8 entries: atom 1 (B): 1.069, atom 2 (C): 0.699, atom 3 (C): -0.232, atom 4 (C): -0.532, atom 5 (C): -0.370, atom 6 (C): -0.642, atom 7 (C): -0.407, atom 8 (C): -0.133

***

No. 4
Density functional theory data (the ωB97M-V functional and the def2-TZVPD basis) for 9 unconnected molecules or ions with the total composition CH20O9 in a non-equilibrium geometry.

HOMO-LUMO gap: 7.74 eV
E: -727.01945 hartree
energy above the lowest of the compared OMol25 structures with the same formula, charge and spin: 6.6824 eV

Cartesian coordinates (Å):
1 O 31.465207 -7.007900 -14.738754
2 H 31.673762 -7.081777 -13.721527
3 H 32.186855 -7.607942 -15.158149
4 H 30.760804 -7.343005 -15.108987
5 C 32.875386 -7.160300 -12.159564
6 O 31.602277 -7.687530 -12.151938
7 H 33.000160 -6.128778 -12.711358
8 H 33.717599 -7.743351 -12.754656
9 H 32.971372 -6.989616 -11.014051
10 O 32.737680 -10.119654 -13.416892
11 H 33.280848 -9.553025 -14.057350
12 H 32.702363 -9.389852 -12.718131
13 O 28.865805 -6.546094 -14.577574
14 H 29.008339 -5.635566 -14.513388
15 H 28.607628 -6.536278 -15.489684
16 O 30.816982 -4.813949 -10.899752
17 H 31.075680 -5.662540 -11.204716
18 H 29.833611 -4.691312 -10.729021
19 O 30.798965 -7.199652 -17.181705
20 H 30.892145 -6.255969 -17.609818
21 H 29.941344 -7.187008 -17.276299
22 O 33.594231 -8.463823 -15.632473
23 H 33.304017 -9.351401 -15.970467
24 H 34.529886 -8.339290 -15.561584
25 O 29.100458 -8.203945 -11.335608
26 H 28.901490 -8.990833 -11.617301
27 H 30.093399 -8.259121 -11.849721
28 O 30.555300 -9.541063 -15.050626
29 H 30.564343 -9.529489 -15.914668
30 H 31.051499 -10.018772 -14.510775

Atomic forces in eV per Å
9.4 2.4 2.1
-2.0 -1.1 0.9
-0.4 1.2 0.6
-7.1 -2.8 -1.9
0.7 1.3 1.3
0.4 0.3 -2.9
-0.4 -1.0 1.0
-1.0 0.4 1.6
1.7 0.0 -1.9
1.5 2.6 -0.2
-1.0 -1.5 1.1
-0.9 -1.4 -0.5
-0.3 -1.7 -0.3
0.6 2.5 1.2
-0.7 -0.7 -0.9
-1.6 2.6 0.9
-0.6 -1.7 -0.4
2.1 -1.1 -0.6
6.6 3.4 -1.2
0.9 -2.5 1.3
-7.7 -1.1 -0.6
-1.9 -0.9 -0.4
1.1 1.2 0.3
0.8 -0.3 -0.2
5.7 5.9 0.0
-3.0 -7.2 -2.1
-2.9 1.4 2.3
-4.8 4.6 3.2
0.7 -1.0 -6.6
4.1 -3.7 3.1

natural (NBO) atomic charge list, values in e, 8 entries: atom 1 (O): -0.815, atom 2 (H): 0.570, atom 3 (H): 0.543, atom 4 (H): 0.536, atom 5 (C): -0.297, atom 6 (O): -0.979, atom 7 (H): 0.118, atom 8 (H): 0.099

***

No. 5
Density functional theory data (the ωB97M-V functional and the def2-TZVPD basis) for C4H9NOS2 in the gas phase in a non-equilibrium geometry.

HOMO-LUMO gap: 9.01 eV
E: -1083.91887 hartree
energy above the lowest of the compared OMol25 structures with the same formula, charge and spin: 7.5484 eV

Cartesian coordinates (Å):
1 C 3.158775 -0.592502 0.705375
2 C -0.405434 -0.955178 0.870322
3 C -1.577807 -0.062698 0.362000
4 C -0.824795 1.218291 -0.497377
5 H 4.121030 -1.248475 1.125720
6 H 2.770669 0.366480 1.347325
7 H 3.421948 -0.236851 -0.455338
8 H -0.626639 -2.238593 0.868245
9 H -2.310467 0.421425 0.999265
10 H -3.567989 -0.279409 -1.229442
11 H -0.216053 0.774670 -1.367185
12 H -0.210488 1.803737 0.342360
13 H -2.124936 1.647308 -2.706357
14 N 0.878045 -0.382922 1.010183
15 O 2.015516 -1.580239 0.905321
16 S -2.342130 -0.949677 -0.945991
17 S -2.159244 2.294632 -1.334426

Atomic forces in eV per Å
0.9 -0.6 0.5
4.0 -0.8 0.1
2.6 2.8 -1.8
-0.2 -0.4 1.5
-2.5 2.2 -1.0
2.0 -2.4 -1.6
-1.2 -1.2 3.0
1.0 4.0 0.0
0.3 -0.4 0.6
1.7 -0.5 0.9
-0.7 0.7 1.8
-1.2 -0.9 -2.4
0.0 1.2 2.9
-4.8 -5.7 -1.3
-1.0 5.0 -0.2
-2.2 -1.5 -1.3
1.2 -1.6 -1.7

natural (NBO) atomic charge list, values in e, 8 entries: atom 1 (C): -0.306, atom 2 (C): 0.068, atom 3 (C): -0.457, atom 4 (C): -0.512, atom 5 (H): 0.204, atom 6 (H): 0.228, atom 7 (H): 0.189, atom 8 (H): 0.240

***

No. 6
Density functional theory data (the ωB97M-V functional and the def2-TZVPD basis) for 2 unconnected molecules or ions with the total composition C8H12N2O2 in a non-equilibrium geometry.

HOMO-LUMO gap (alpha / beta): 8.06 / 8.07 eV
E: -571.83094 hartree
energy above the lowest of the compared OMol25 structures with the same formula, charge and spin: 6.5974 eV

Cartesian coordinates (Å):
1 C 0.646627 2.325754 0.692121
2 C -0.796105 2.161139 0.373526
3 C 1.599890 1.867341 -0.057613
4 C -1.469705 1.182297 -0.195292
5 C -2.743169 0.627026 -0.408647
6 C -0.668304 -1.001305 -0.803986
7 C -0.235005 -1.147815 1.609248
8 C -0.983019 -1.731791 0.374648
9 N -0.375687 -0.845693 -2.005431
10 N 1.432808 1.519900 -1.401164
11 O -3.289003 -0.002363 0.518360
12 O -3.287948 0.707487 -1.654365
13 H 0.809634 2.783093 1.678982
14 H -1.540560 2.871665 0.834246
15 H 2.578914 2.203764 0.212542
16 H 0.279068 -1.810755 2.266847
17 H -1.181255 -0.767413 2.274514
18 H 0.325801 -0.273236 1.397747
19 H -2.117414 -1.572885 0.463524
20 H -0.837716 -2.763794 0.395693
21 H -2.572149 0.946616 -2.321149
22 H 0.095205 -1.464846 -2.614833
23 H 2.182486 1.049710 -1.776296
24 H 0.497366 1.127249 -1.707086

Atomic forces in eV per Å
-3.4 0.2 2.3
-1.3 0.5 0.9
1.1 0.9 -2.5
2.0 -2.2 -0.7
-0.7 -0.3 1.7
0.0 2.8 -3.3
-4.5 1.3 1.7
-0.7 1.2 1.5
-0.8 0.6 2.9
-2.8 0.1 0.9
-0.1 0.8 -1.8
1.0 0.0 -0.9
0.3 -0.2 -0.7
1.1 0.0 -0.5
0.8 -0.6 0.0
0.5 -0.9 -0.1
2.5 -0.6 -1.3
0.6 0.7 -0.3
1.3 -0.1 0.1
0.4 -1.9 -0.9
-1.2 -0.3 1.4
0.4 -1.4 -0.4
1.8 -1.2 -1.1
1.8 0.7 0.8

natural (NBO) atomic charge list, values in e, 8 entries: atom 1 (C): -0.326, atom 2 (C): -0.266, atom 3 (C): 0.007, atom 4 (C): -0.145, atom 5 (C): 0.663, atom 6 (C): 0.554, atom 7 (C): -0.603, atom 8 (C): -0.609